The following is a DFT calculation (ωB97M-V/def2-TZVPD) of C44H47N5O5P2STi as an isolated structure.

Structure (XYZ):
```
105
Properties=species:S:1:pos:R:3:forces:R:3:mulliken_charge:R:1
Ti -0.49318 0.58451 -1.00094 -0.6063 0.0554 0.4299 -1.5272
O 1.57934 1.31344 -6.71601 -0.0284 0.0277 0.0980 -0.5080
C 1.10621 1.21629 -5.47709 0.0576 -0.0235 -0.1513 0.3746
C 0.68048 2.32274 -4.72743 -0.0071 -0.0692 0.1053 -0.4512
C 0.21054 2.08183 -3.45503 -0.0090 0.1223 -0.2968 -0.3057
N 0.14098 0.85281 -2.97100 0.1253 0.0353 0.2720 1.7763
C 0.57427 -0.20300 -3.64920 0.0717 -0.1015 -0.3759 0.0800
C 1.05880 -0.08039 -4.92820 -0.0349 0.0269 0.1390 -1.1108
C 0.40332 -1.46257 -2.82752 -0.2106 0.2712 0.3159 0.7971
O 0.50192 -2.56988 -3.26841 0.1668 -0.0895 0.0260 -0.6495
O 0.01941 -1.13933 -1.58860 0.0767 -0.2182 -0.5203 0.4034
C -0.20705 3.09820 -2.41360 -0.0620 -0.1370 0.3559 0.0772
O -0.21499 4.27651 -2.58949 -0.0042 0.0335 -0.0798 -0.6048
O -0.51281 2.46133 -1.27661 0.1118 0.1885 -0.3058 -0.0855
H 1.61573 2.23024 -7.02018 0.0049 -0.0028 -0.0353 0.3447
H 0.73391 3.33459 -5.10886 -0.0116 0.0210 0.0130 0.5263
H 1.41634 -0.93274 -5.48868 0.0021 -0.0131 -0.0098 0.7065
C 1.18739 3.23379 1.34001 0.0539 -0.0705 0.0736 -1.2709
N 1.49551 1.77164 1.32362 -0.1137 0.1365 -0.0520 0.4735
P 0.16250 0.68132 1.52271 0.2931 0.0648 -0.1455 1.1723
C -0.85233 1.37214 2.85085 0.0641 -0.0097 0.1317 0.9037
C -2.23287 1.18572 2.85310 0.0008 -0.0041 -0.0871 -0.7822
C -2.99238 1.63709 3.92442 -0.0451 -0.0052 0.0115 -1.1342
C -2.38498 2.27847 4.99186 0.0315 0.0017 0.0071 -0.9296
C -1.00771 2.46766 4.99559 -0.0223 0.0050 -0.0027 -0.8853
C -0.24288 2.01618 3.93487 -0.0331 0.0005 -0.0234 -0.4109
C 0.91031 -0.81820 2.21287 -0.0775 0.0333 0.1267 1.7772
C 1.02207 -1.97710 1.45227 0.0175 -0.0112 -0.0601 0.5906
C 1.62751 -3.10302 1.98884 0.0114 -0.0167 0.0484 -0.8432
C 2.11595 -3.08107 3.28787 -0.0283 -0.0015 -0.0237 -0.9436
C 2.00170 -1.92805 4.05403 -0.0321 0.0145 -0.0245 -1.0065
C 1.39874 -0.80067 3.51949 0.0443 -0.0395 0.0508 -1.2407
P 2.21527 1.28171 -0.20425 -0.1568 -0.2637 0.0840 0.5186
C 3.31834 2.65360 -0.61262 0.1050 -0.0208 0.0377 0.5420
C 3.22169 3.26909 -1.85360 -0.0226 0.0435 -0.0546 -0.1853
C 4.07698 4.30996 -2.19170 0.0056 -0.0252 0.0249 -0.7433
C 5.03154 4.73594 -1.28399 0.0069 0.0095 -0.0017 -0.6568
C 5.14056 4.11892 -0.04201 0.0051 0.0090 -0.0095 -0.7998
C 4.29409 3.07817 0.29179 -0.0176 0.0093 -0.0127 -0.7053
C 3.33374 -0.07298 0.20692 0.1500 0.0614 0.1259 1.1187
C 3.56117 -1.02790 -0.77763 0.0101 -0.0289 -0.0690 -0.4476
C 4.44725 -2.07172 -0.55196 -0.0004 0.0109 -0.0025 -0.8258
C 5.10222 -2.16540 0.66574 -0.0115 0.0249 0.0315 -0.6963
C 4.87569 -1.21535 1.65632 0.0111 -0.0502 -0.0330 -0.8282
C 3.99809 -0.17072 1.42847 -0.0449 -0.0205 0.0048 -0.5580
H 0.30636 3.42751 1.94269 -0.0122 -0.0016 0.0424 0.5160
H 0.99481 3.62844 0.34209 -0.0038 0.0150 0.0092 0.3386
H 2.03120 3.76719 1.77169 -0.0067 0.0218 -0.0056 0.3109
H -2.71316 0.66895 2.03106 0.0259 -0.0072 0.0374 0.6834
H -4.06339 1.48550 3.91957 -0.0195 0.0009 -0.0018 0.5605
H -2.98000 2.63447 5.82184 -0.0106 0.0021 0.0067 0.4421
H -0.52964 2.96940 5.82590 0.0010 0.0061 0.0052 0.4868
H 0.82835 2.17090 3.95056 0.0042 0.0527 -0.0492 0.3937
H 0.63582 -2.01449 0.44314 0.0006 0.0146 0.0276 -0.4048
H 1.71810 -3.99716 1.38662 0.0086 -0.0162 -0.0019 0.5211
H 2.58756 -3.96118 3.70455 0.0197 -0.0150 -0.0002 0.4591
H 2.38273 -1.90459 5.06632 0.0069 -0.0054 0.0113 0.4627
H 1.32056 0.08838 4.13101 0.0011 -0.0410 -0.0300 0.3033
H 2.48036 2.93966 -2.57025 0.0159 -0.0142 0.0169 0.3005
H 3.99465 4.78809 -3.15794 -0.0034 0.0081 -0.0159 0.4498
H 5.69792 5.54792 -1.54054 0.0057 0.0135 -0.0084 0.4136
H 5.89163 4.44993 0.66218 0.0068 0.0015 0.0051 0.4539
H 4.39166 2.59747 1.25709 -0.0037 -0.0089 -0.0067 0.3438
H 3.04918 -0.96022 -1.73298 -0.0077 0.0124 0.0172 0.1798
H 4.62301 -2.81031 -1.32208 -0.0002 -0.0073 -0.0156 0.4764
H 5.78985 -2.97980 0.84830 0.0154 -0.0154 -0.0026 0.4312
H 5.38561 -1.29320 2.60713 0.0077 -0.0021 0.0141 0.4479
H 3.80496 0.55382 2.20955 -0.0146 0.0067 0.0008 0.3665
C -3.89595 -0.44905 -4.63089 0.0962 -0.0826 0.0612 -0.8555
N -2.75990 -1.16330 -3.97728 -0.0026 -0.0242 0.0001 0.3116
C -2.34499 -2.35592 -4.77819 -0.0472 0.1135 0.0666 -0.7380
C -3.06092 -1.56528 -2.54135 -0.0168 -0.0578 -0.2050 -1.2066
C -3.49606 -0.40022 -1.70488 0.0173 -0.0203 0.1126 0.8660
C -4.85081 -0.28627 -1.41909 0.0176 0.0081 -0.0044 -0.6604
C -5.33004 0.74311 -0.62085 0.0168 -0.0011 0.0016 -1.0176
C -4.44219 1.66361 -0.09600 0.0507 -0.0461 0.0636 -0.7396
C -3.08402 1.55177 -0.37454 -0.0841 0.1352 -0.1994 -0.6728
C -2.57586 0.53219 -1.18993 0.1902 -0.1270 0.0697 1.1755
H -3.58321 -0.16165 -5.63123 -0.0589 0.0259 -0.0167 0.4092
H -4.15373 0.42042 -4.03428 -0.0275 0.0159 -0.0521 0.3292
H -4.73801 -1.13583 -4.68281 -0.0205 0.0302 -0.0098 0.4066
H -1.97652 -0.50742 -3.94173 -0.0284 -0.0204 0.0251 0.0148
H -3.18606 -3.04430 -4.79833 0.0051 -0.0255 -0.0330 0.4222
H -1.48446 -2.81761 -4.30192 -0.0308 -0.0332 -0.0663 0.2618
H -2.10558 -2.03231 -5.78820 0.0245 -0.0364 -0.0016 0.3906
H -2.15936 -2.04668 -2.16402 -0.0328 0.0310 0.0601 0.4450
H -3.84842 -2.31510 -2.61993 0.0059 0.0153 0.0563 0.7298
H -5.54454 -1.02366 -1.80639 -0.0034 -0.0103 -0.0094 0.5177
H -6.38752 0.81572 -0.40713 -0.0121 0.0057 -0.0073 0.4382
H -4.79660 2.47119 0.53054 -0.0096 0.0120 0.0182 0.5477
H -2.42504 2.30179 0.05147 -0.0131 0.0072 -0.0628 0.5019
C -2.31216 -5.22356 3.12611 0.0362 -0.0432 0.0134 -1.0226
N -2.24914 -4.14839 2.14389 -0.0253 0.0130 -0.1125 -0.1041
C -2.14050 -2.82504 2.29307 0.0192 -0.0739 -0.0817 0.4396
S -2.33452 -1.84749 0.88714 0.0139 0.0506 0.1169 -0.1506
N -1.90825 -2.24511 3.46980 -0.0203 0.1601 -0.0822 0.0000
C -1.69409 -2.80022 4.79921 0.0479 -0.0251 0.0437 -1.2299
H -2.24171 -6.15893 2.57736 -0.0290 -0.0124 0.0231 0.3582
H -3.25184 -5.21799 3.67800 0.0039 -0.0013 0.0141 0.3224
H -1.47639 -5.18742 3.81788 -0.0017 -0.0006 -0.0086 0.3187
H -2.47836 -4.39821 1.19571 0.0441 -0.0143 0.0189 0.2583
H -1.83272 -1.24394 3.40116 -0.0193 0.0476 -0.0213 -0.1515
H -2.49584 -3.47122 5.09451 0.0113 0.0053 0.0053 0.4335
H -1.68933 -1.96228 5.49192 0.0019 -0.0086 0.0160 0.3212
H -0.73190 -3.30590 4.87664 -0.0035 -0.0179 -0.0048 0.3452
```
Forces are in eV/Å.

As for the orbital gap: 6.39 eV. As for the total charge: +2. Its multiplicity is 1.


The following is a DFT calculation (ωB97M-V/def2-TZVPD) of C44H48AsClF6N4O5P2Se2Ta as an isolated structure in a non-equilibrium geometry.

Structure (XYZ):
```
114
Properties=species:S:1:pos:R:3:forces:R:3:mulliken_charge:R:1
Ta -0.48569 2.28192 0.39777 -0.1215 0.9062 1.4929 0.2783
O -2.52946 4.65618 -2.26343 -0.0202 0.0577 0.0348 -0.5778
C -2.20684 4.09281 -1.26714 0.1416 -0.2538 -0.1318 0.2512
O -1.34028 3.04992 -1.23483 -0.0377 0.0066 -0.2853 0.5437
C -2.69334 4.39024 0.12129 -0.0997 0.0490 -0.1328 0.2373
C -3.35500 5.51227 0.57588 -0.0466 -0.0796 -0.0113 -0.8831
C -3.59071 5.61605 1.94673 0.0049 0.0020 -0.0069 -0.5867
C -3.20708 4.59214 2.81126 -0.2353 -0.0331 -0.2715 -0.8723
C -2.59594 3.49368 2.24695 0.0456 -0.1393 0.3837 0.0863
N -2.32834 3.41903 0.94959 0.3450 0.3483 -0.0062 0.8021
C -2.05012 2.29358 2.96098 0.1304 -0.1980 -0.3235 0.0812
O -2.29711 1.97044 4.07963 -0.1766 0.1126 -0.0066 -0.5996
O -1.24256 1.60282 2.13125 -0.3559 0.0666 0.5740 0.4942
H -3.64157 6.28993 -0.11768 0.0069 0.0075 -0.0091 0.6103
H -4.06334 6.50570 2.34071 -0.0114 0.0007 0.0058 0.5021
H -3.37019 4.63509 3.87872 -0.0111 -0.0084 0.0048 0.6464
Se 1.09385 2.83364 -2.88945 -0.0071 0.0453 0.1482 -0.0623
P 0.03651 2.03073 -4.61425 0.2537 0.0778 -0.1093 -0.1832
Se 0.96723 1.06493 -1.38388 0.1417 -0.0068 -0.8981 0.1305
C 0.74708 0.43742 -5.06278 -0.1858 -0.1200 -0.0284 0.9159
C 2.11732 0.30324 -5.29660 0.0274 0.0568 0.0227 -0.3476
C 2.61549 -0.91402 -5.72147 0.0029 -0.0368 0.0022 -0.7518
C 1.75616 -1.98972 -5.91727 0.0331 -0.0181 -0.0126 -0.6397
C 0.39657 -1.85562 -5.68655 -0.0092 0.0300 0.0272 -0.6494
C -0.11536 -0.64043 -5.25270 0.0040 -0.0216 -0.0194 -0.2897
C 0.30239 3.28589 -5.86536 -0.1227 -0.0013 -0.1014 0.9936
C 1.51096 3.97213 -6.02037 0.0754 -0.0268 0.0307 -0.2081
C 1.62787 4.93380 -7.00795 -0.0422 -0.0225 -0.0315 -0.8379
C 0.54998 5.21262 -7.83976 0.0408 0.0378 -0.0041 -0.4756
C -0.64865 4.53195 -7.69113 -0.0164 -0.0278 0.0331 -0.6675
C -0.77961 3.57136 -6.70098 0.0027 0.0157 -0.0385 -0.4580
H 2.78773 1.14197 -5.15842 -0.0093 0.0089 0.0062 0.3595
H 3.67491 -1.02532 -5.90706 0.0087 0.0065 -0.0040 0.4466
H 2.15263 -2.93597 -6.26007 0.0026 -0.0029 -0.0009 0.4476
H -0.26481 -2.69401 -5.85536 -0.0165 0.0067 -0.0101 0.4438
H -1.18002 -0.53114 -5.08248 -0.0052 0.0009 0.0023 0.4538
H 2.36504 3.75656 -5.38962 -0.0285 -0.0288 0.0140 0.2782
H 2.56401 5.45942 -7.13562 0.0000 0.0168 0.0113 0.4261
H 0.64768 5.96809 -8.60765 0.0029 -0.0086 -0.0094 0.4104
H -1.48497 4.75244 -8.33963 -0.0028 -0.0001 -0.0049 0.4157
H -1.72166 3.04993 -6.58278 0.0002 0.0008 0.0263 0.3552
F 0.11620 3.79553 2.10902 0.0280 -0.1098 0.0664 -0.2375
P 1.25565 4.76964 1.26598 0.1053 0.0872 -0.1879 1.5588
F 0.56501 6.05625 1.80463 -0.0541 -0.0664 0.0374 -0.3845
F 2.21873 5.48925 0.28102 -0.0096 -0.0266 0.0140 -0.3421
F 0.08288 4.62191 0.05812 -0.0410 0.1408 -0.0519 -0.3249
F 1.69563 3.26040 0.65071 0.1560 0.0126 -0.1896 -0.4145
F 2.26918 4.61674 2.43280 -0.0620 -0.0408 0.0292 -0.3599
C 3.66093 -4.70908 1.31761 -0.0029 0.0241 0.0145 -1.6548
C 2.70494 -4.51882 2.50746 -0.0182 -0.0484 -0.0533 1.4637
C 3.57476 -4.47845 3.77180 -0.0245 -0.0374 0.0718 -1.5073
C 1.78946 -5.74651 2.57391 -0.0154 -0.0186 0.0146 -1.7206
C 1.84716 -3.21921 2.32620 0.0633 0.0742 0.0137 2.1195
O 1.44852 -3.08473 0.94085 0.0757 -0.0130 0.0136 -0.7187
C 0.52211 -3.17605 3.10992 -0.0948 -0.0365 -0.0502 -0.0021
C 0.47401 -3.20488 4.64522 0.0967 0.0225 0.0121 -1.7417
C 0.74304 -1.85041 5.25532 -0.0842 0.0101 0.0564 0.2321
C 1.91185 -1.55876 5.94764 -0.0019 -0.0066 0.0464 -0.0854
C 2.15057 -0.28683 6.44986 -0.0633 0.0124 0.0285 -0.9584
C 1.19818 0.69939 6.26317 0.0354 -0.0167 0.0879 0.2376
Cl 1.49766 2.30785 6.85248 -0.0097 -0.0373 -0.0512 -0.2190
C 0.00555 0.42899 5.61067 0.0355 0.0342 0.1213 -1.0723
C -0.20972 -0.84297 5.11164 0.0325 -0.0036 -0.0023 -0.0571
C 2.73701 -2.00216 2.58659 -0.0563 -0.0421 0.0592 -2.6807
N 2.06887 -0.72548 2.34614 0.1653 0.1221 -0.1098 1.2217
C 1.41987 -0.29181 1.28267 -0.1055 0.0163 0.1152 -0.9566
N 0.99243 0.95424 1.50091 0.2463 -0.5300 -0.1380 0.2060
C 1.47132 1.23390 2.76001 -0.0888 -0.0072 0.0400 -1.0990
N 2.12987 0.24532 3.28072 0.1057 0.0740 -0.0974 -0.8372
H 4.24481 -5.61413 1.48565 0.0191 0.0014 0.0024 0.4765
H 4.36883 -3.88603 1.21241 -0.0052 0.0151 -0.0012 0.3233
H 3.14216 -4.82498 0.36720 -0.0242 -0.0150 0.0075 0.3035
H 4.08843 -5.43482 3.87218 -0.0017 -0.0107 0.0055 0.5413
H 3.00448 -4.32352 4.68686 0.0364 0.0029 -0.0554 0.1828
H 4.34731 -3.71106 3.71475 0.0201 -0.0041 -0.0055 0.3272
H 2.39804 -6.65061 2.58202 0.0029 -0.0038 -0.0008 0.5274
H 1.12431 -5.82381 1.70805 0.0038 0.0076 -0.0152 0.3347
H 1.17067 -5.75752 3.47112 0.0141 0.0014 0.0128 0.3090
H 1.09544 -3.93440 0.65192 -0.0105 0.0131 -0.0177 0.5986
H -0.08211 -3.99548 2.71349 -0.0006 -0.0043 0.0388 0.9635
H 0.01502 -2.25783 2.79454 -0.0250 -0.0427 -0.0391 -1.0896
H 1.13729 -3.95791 5.06818 -0.0231 0.0341 -0.0361 0.6782
H -0.53627 -3.51352 4.92261 -0.0105 0.0079 0.0030 0.4075
H 2.65558 -2.33195 6.10740 -0.0122 -0.0126 -0.0032 0.4648
H 3.06543 -0.06326 6.98025 0.0088 0.0065 0.0034 0.4878
H -0.74139 1.20243 5.49939 0.0526 -0.0780 0.0421 0.8064
H -1.14519 -1.05537 4.60400 -0.0241 -0.0013 0.0075 0.4973
H 3.62831 -2.04697 1.96327 -0.0128 0.0130 -0.0211 0.4836
H 3.03394 -1.94701 3.62953 0.0047 -0.0558 -0.0283 0.5118
H 1.28402 -0.90430 0.41314 0.0171 -0.0277 -0.0365 0.8944
H 1.31590 2.16151 3.27968 -0.0020 0.0474 0.0021 0.6620
C -3.76649 0.28216 0.84397 -0.0837 -0.0004 -0.0010 -1.4345
As -2.18937 0.34064 -0.25805 0.0358 -0.2358 -0.1395 1.4954
C -2.90264 0.53276 -2.03255 -0.0271 -0.0315 -0.0767 -1.0868
C -1.49556 -1.48935 -0.13725 -0.1473 -0.0311 0.0749 0.2497
C -2.16749 -2.40365 -1.11879 -0.0127 -0.0193 0.0740 -0.8106
C -3.33268 -3.08184 -0.77438 -0.0487 0.0080 -0.0127 -0.1954
C -3.96705 -3.90350 -1.69620 -0.0083 0.0102 0.0178 -0.9667
C -3.43731 -4.05812 -2.96819 0.0182 -0.0039 -0.0062 -0.6166
C -2.26758 -3.39341 -3.31284 -0.0295 -0.0102 0.0052 -0.4874
C -1.63603 -2.56887 -2.39514 0.0206 0.0037 -0.0182 0.1520
H -4.38244 -0.53742 0.47258 -0.0373 0.0338 0.0497 0.5855
H -4.32078 1.21520 0.75323 -0.0072 -0.0113 -0.0060 0.4393
H -3.50440 0.10658 1.88541 0.0291 -0.0206 -0.0166 0.2677
H -3.60789 -0.27989 -2.20376 0.0060 0.0218 -0.0384 0.6051
H -2.09991 0.48500 -2.76662 0.0279 0.0043 0.0330 -0.1527
H -3.40446 1.49546 -2.10980 -0.0094 -0.0127 -0.0010 0.5074
H -1.67585 -1.79607 0.89485 0.0602 0.0001 0.0061 0.4459
H -0.42448 -1.46648 -0.29788 0.0358 -0.0228 -0.0735 -0.2031
H -3.74175 -2.98458 0.22541 0.0145 0.0023 0.0060 0.5146
H -4.86892 -4.43097 -1.41631 0.0005 -0.0045 0.0034 0.4402
H -3.92445 -4.70660 -3.68339 -0.0063 0.0048 -0.0065 0.4519
H -1.84407 -3.53177 -4.29827 0.0128 -0.0023 -0.0115 0.3003
H -0.71587 -2.05968 -2.66521 0.0062 0.0060 -0.0006 0.6218
```
Forces are in eV/Å.

As for the orbital gap (spin up / spin down): 5.57 / 4.27 eV. As for the total charge: +2. As for the expectation value of S²: 0.759. Its multiplicity is 2.